No. 1
9
Properties=species:S:1:pos:R:3:forces:R:3:nbo_charge:R:1 method="wB97M-V/def2-TZVPD" largest_force_ev_per_a=3.29 gap_ev=11.50 de_lowest_kcal_mol=91.5 homo_ev=-12.66 e_tot_ev=-11687.470 e_lumo_ev=-1.160
H -0.98265 -0.35085 -0.95886 0.9887 1.5427 1.3258 0.32
N 0.54923 -1.17293 -0.01599 0.6235 -0.8416 0.9812 0.54
O 1.74937 -1.11540 0.07947 -0.2680 -0.4319 -0.1737 -0.30
N -1.60670 0.82538 1.86072 -0.8607 0.5484 1.5188 -0.21
C -0.88529 0.48409 1.05737 0.9036 -1.0156 -2.3952 0.25
C 0.48757 1.25137 -0.74963 0.1082 -1.5366 0.3506 0.24
N 1.08168 2.12408 -1.16501 0.5848 1.1859 -0.5523 -0.19
O -0.19907 -2.13430 0.10223 1.0944 0.4853 -0.1841 -0.34
C -0.19414 0.08855 -0.21031 -3.1745 0.0634 -0.8711 -0.30


No. 2
39
Properties=species:S:1:pos:R:3:forces:R:3:nbo_charge:R:1 method="wB97M-V/def2-TZVPD" largest_force_ev_per_a=2.65 gap_ev=9.09 de_lowest_kcal_mol=56.2 homo_ev=-8.17 e_tot_ev=-19900.477 e_lumo_ev=0.923
H -1.35497 -1.24302 1.57561 -0.1439 0.5933 -0.0318 0.23
C 0.89984 -0.11847 2.44106 0.3023 -0.5462 0.1486 -0.22
H -0.59304 1.24181 -2.35351 0.3771 0.0506 0.1027 0.17
N -0.31235 0.07553 -0.58553 1.3574 -0.1226 0.6691 -0.33
O 1.35906 0.18089 -3.36837 0.9578 -0.6130 0.0236 -0.55
C -0.66272 -1.78188 -2.19505 0.6738 0.1299 -0.7020 -0.23
H 0.77750 -3.11529 -3.06700 0.0225 0.2678 -0.3721 0.20
H -2.85271 0.72995 -1.39708 0.2728 -0.1352 0.3634 0.21
H -1.63907 1.77695 3.69921 0.3310 -0.1700 -0.0643 0.21
H -1.22773 -2.70342 -2.03235 -0.0726 0.0099 -0.1260 0.19
H 2.34633 -1.45808 -4.09000 -0.1346 -0.0552 0.3638 0.19
C -1.42525 0.54276 0.32146 -0.7494 -0.6993 -1.2509 -0.01
H 0.17896 2.06520 -0.99759 -0.1857 -0.1867 0.1918 0.20
H 2.94552 -0.11125 3.20734 -0.3270 -0.2471 -0.1781 0.21
N -0.13162 -1.32813 -0.92548 -1.5955 1.9266 0.8599 -0.48
H -3.12667 -0.67842 -0.40335 0.0054 -1.0453 0.0955 0.21
C -1.47725 -0.14599 1.69357 0.3666 0.0645 -0.0771 -0.44
C 1.53064 0.93271 -2.18832 -1.4225 0.1878 0.2645 -0.07
H -1.34964 -1.05340 -2.62591 0.0156 0.1519 0.3350 0.20
C 1.70252 -1.19580 -3.23513 -0.5935 -0.1053 0.0595 -0.06
H -1.26327 1.64599 0.52845 -0.0055 -1.2493 -0.5736 0.21
H -0.01691 -2.01071 -4.22701 0.0510 -0.2217 -0.1834 0.21
C 0.45013 -2.07508 -3.24673 -0.1944 -0.5477 0.2743 -0.44
C 0.14304 1.10889 -1.53048 -0.2144 0.1472 -0.0788 -0.24
H 0.20042 2.49629 5.19707 0.1862 -0.4764 -0.3257 0.21
H -2.46778 0.05098 2.14798 0.4637 -0.1140 -0.2501 0.21
C -0.63993 1.35291 3.56284 1.0988 0.0452 0.7415 -0.23
H 1.95406 1.90737 -2.45573 -0.2857 -0.0530 -0.0620 0.19
H 2.22139 0.48422 -1.48416 0.2427 -0.3362 0.1290 0.17
H -3.60895 0.89939 0.17434 0.4556 -0.3180 -0.1113 0.21
C -0.38582 0.40254 2.57872 -0.2392 -0.4973 0.2769 0.00
H 2.24326 -1.38865 -2.28907 0.0877 0.2797 -0.4711 0.16
C 1.92393 0.25432 3.30872 0.5118 0.4486 -0.0832 -0.20
H 2.50146 1.56338 4.98561 -0.4714 -0.4315 -0.5410 0.22
H 0.80461 -1.67315 -0.78182 0.1588 0.5469 0.3020 0.35
C 0.41472 1.72885 4.43665 -0.5787 0.4739 -0.3140 -0.20
C 1.70695 1.20450 4.30606 -0.8175 0.3614 0.1978 -0.24
H 1.04667 -0.90222 1.67915 0.0918 0.5362 0.4423 0.22
C -2.81531 0.33752 -0.36416 0.0009 1.9496 -0.0447 -0.63


No. 3
97
Properties=species:S:1:pos:R:3:forces:R:3:mulliken_spin:R:1 method="wB97M-V/def2-TZVPD" largest_force_ev_per_a=1.12 s_squared=8.776 gap_ev="8.35 / 4.37" total_charge=+3 de_lowest_kcal_mol=0.0 multiplicity=6 homo_ev="-15.37 / -15.36" e_tot_ev=-142666.006 e_lumo_ev="-7.012 / -10.995"
P -2.70235 0.09896 -1.33448 -0.8667 0.1742 0.2516 0.20
N -5.42330 0.59967 -1.69683 -0.1255 -0.0504 0.0821 0.01
N 3.86731 2.40728 -1.99343 0.5206 0.3573 0.0284 0.25
N 1.25551 0.66003 1.79717 -0.1484 0.0136 0.3737 0.22
C 2.50916 1.35303 3.51155 -0.0591 -0.0228 0.1632 0.00
B 2.50038 1.49457 -0.23026 -0.6272 -0.5052 0.3072 -0.09
C 3.08954 1.75683 2.34674 -0.0170 -0.0683 -0.0931 0.00
C -2.81733 1.02246 2.47644 0.0218 -0.1355 0.0599 0.07
H -2.47462 -3.42049 3.94212 0.0590 0.0850 -0.0800 0.00
N 0.35576 -3.35414 -5.08342 0.0171 -0.0313 -0.0554 0.00
C -2.33668 -2.49503 3.39879 0.0374 -0.1486 0.0630 0.06
H -6.49856 -0.56539 -3.07364 0.0234 0.0513 -0.0467 0.00
C -0.80370 -4.11518 -2.68074 -0.0475 -0.0734 0.2906 0.01
C 3.52330 -0.45885 -1.66888 -0.1442 0.1324 0.1101 0.01
C -1.29722 -2.24241 2.43699 -0.0450 -0.0693 -0.0468 0.33
C 0.43481 0.00141 4.10970 -0.0295 0.0257 -0.1564 0.00
Br -1.26715 -6.78541 -3.51635 -0.0068 0.0024 -0.0182 0.00
H 0.82123 0.17379 5.11079 -0.0052 -0.0003 0.0130 0.00
C -0.10509 -4.59241 -4.91244 0.0649 0.2828 0.0839 0.00
C 1.24109 3.54257 -1.28021 -0.0151 -0.1063 0.0363 -0.01
H -3.81726 1.14077 2.05039 0.0342 0.0106 0.0017 0.03
H -3.31116 -0.13962 -4.78572 0.0756 0.0442 -0.0179 0.00
C -2.12669 3.29498 0.07908 0.1258 0.0728 -0.0099 -0.01
N -3.96744 1.41379 -3.47651 0.0570 -0.0743 0.0210 0.01
C -0.46996 -1.80936 -1.80252 -0.0984 -0.3750 0.2544 -0.13
C 0.25205 -2.48450 -4.08428 -0.0143 -0.1750 -0.1189 0.00
H -2.46050 -1.58328 -3.11859 -0.0527 -0.0260 -0.0294 0.00
N -1.43030 -0.98427 1.93850 0.1301 0.1698 0.0079 0.19
H -2.86059 1.48815 3.46377 0.0224 -0.0123 0.0150 0.02
H 2.44644 -4.20980 -0.98147 -0.0070 0.0177 -0.0132 0.00
C 5.00016 3.17992 -2.23664 0.6474 0.3846 0.1030 0.26
H 6.40899 3.97437 -3.58978 -0.0044 -0.0201 -0.0391 0.00
C 3.41958 -1.82088 -1.64469 0.0267 -0.1251 -0.0901 0.02
H -1.25385 -4.41493 -1.74203 0.0080 0.0440 -0.0208 0.00
H 4.71237 4.09616 -4.10565 0.0364 -0.0982 0.0349 0.05
H 2.10888 3.98086 -1.73982 -0.0291 -0.0303 0.0642 0.00
C -2.68781 1.38271 -2.68897 0.1322 -0.0977 0.1191 0.01
C -5.18944 1.68865 -2.57730 -0.0329 -0.1819 0.1331 0.00
H -4.98845 2.60735 -2.03105 0.0436 0.0700 0.0084 0.00
H 6.50016 4.18154 -0.85669 -0.1385 -0.0423 -0.0642 0.00
C -0.33756 -2.81890 -2.86960 0.0597 0.1661 0.0883 0.01
H 0.20815 -3.59846 3.02723 -0.0056 0.0516 -0.0193 0.02
Pt -0.23937 -0.16846 0.23304 -0.0273 0.2144 0.0926 1.54
H -0.35713 5.04554 -1.46932 0.0407 -0.0993 0.0509 0.00
H 4.01846 -2.53709 -2.18653 -0.0347 0.0820 0.0667 0.00
H 5.51219 2.53741 -4.18031 -0.0432 0.0772 0.0366 0.03
N 1.89222 -0.95371 -0.26395 -0.0792 -0.1027 -0.0205 0.23
N 2.33657 1.33668 1.30299 0.2435 0.2266 -0.0175 -0.04
H -0.01894 -5.27131 -5.75400 0.0179 0.0239 0.0490 0.00
H -4.68410 -0.36204 0.00816 -0.0493 0.0090 0.0255 0.00
C 2.38671 -2.10519 -0.74641 -0.0158 0.0140 0.1382 0.03
H -5.05441 0.20384 -4.85249 -0.0743 0.0727 0.0219 0.00
H -2.08300 1.54161 1.86991 0.0035 0.0110 0.0372 0.00
C -0.74959 3.10233 -0.46252 -0.0284 0.0088 0.1114 0.00
H 2.86000 1.52707 4.51791 -0.0288 -0.0367 -0.1331 0.00
H -2.63452 4.08709 -0.47017 -0.0258 -0.0338 -0.0296 0.00
H -0.53291 -3.98257 1.49216 -0.0075 0.0660 -0.0325 0.04
H -3.90764 2.15402 -4.17673 0.0167 0.0306 -0.0400 0.00
N 3.77387 2.30651 -0.71961 -0.1721 -0.0389 0.5940 0.32
N 0.02209 2.03289 -0.22764 0.1240 -0.0755 -0.1148 0.23
H -6.03692 1.83325 -3.24459 -0.0020 -0.0012 -0.0810 0.00
C -4.41270 0.46870 -0.64608 0.1385 -0.0692 -0.3290 0.05
C -3.27101 -1.31138 -2.44529 -0.0186 0.2129 0.1304 0.04
H 0.66193 -1.49231 -4.24851 -0.0516 -0.0595 0.0134 0.00
H -2.06694 3.62148 1.11916 -0.0275 0.0074 -0.0282 0.00
C 5.45142 3.46135 -3.59173 -0.0445 0.0389 -0.2030 0.01
H -5.78928 -1.45892 -1.72538 -0.0349 -0.0198 0.0199 0.00
C -4.19888 0.07087 -4.19337 0.0243 -0.1750 0.1407 0.00
H 0.95126 -3.64888 -0.22615 -0.0285 0.0173 -0.0952 0.01
H -3.90710 -1.15486 4.14656 0.0918 0.0042 -0.0447 0.00
H -0.57476 0.40665 4.06725 0.0317 0.0037 0.0111 0.00
H -2.71802 2.38795 0.05082 -0.0291 -0.0010 -0.0062 0.00
C 1.35468 0.65857 3.13157 0.0680 -0.0001 0.0093 -0.01
N -4.44347 -0.95299 -3.24044 0.0055 -0.0645 -0.0265 0.01
H 0.38572 -1.07507 3.95252 0.0030 0.0190 0.0177 0.00
C -5.62214 -0.64956 -2.43160 0.2243 0.1308 0.0386 0.00
C -3.05870 -1.35254 3.50588 -0.0970 0.1323 -0.0122 0.05
C 4.83530 3.02679 -0.06528 -0.3780 -0.2049 0.4233 0.05
H 2.45803 -3.67130 0.69070 -0.0102 -0.0031 -0.0433 0.00
H -3.50282 -2.17553 -1.82309 0.0042 -0.0348 -0.0118 0.00
C -0.01660 4.07235 -1.14857 -0.0348 0.0828 -0.0315 0.02
O -0.83953 -2.15311 -0.62220 0.4450 0.2090 -0.8704 0.24
H -4.41249 1.37254 -0.04201 -0.0136 0.0504 0.0137 0.00
C -0.67698 -5.01583 -3.71131 -0.0014 -0.1637 -0.2030 0.00
H 4.20238 0.15265 -2.23007 0.0265 0.0273 0.0171 0.01
H -2.49949 2.37407 -2.28524 -0.0893 0.0719 -0.0160 0.00
C 2.01988 -3.48342 -0.29258 0.0494 0.0785 -0.0367 -0.02
H 4.00315 2.30360 2.24548 -0.0213 -0.0258 -0.0699 0.01
C 5.60475 3.59239 -0.99406 -0.2577 -0.2890 -1.0466 0.09
C -0.18285 -3.14989 2.10981 -0.1332 -0.0442 0.1430 0.07
N 2.59485 0.06839 -0.83184 0.3662 0.0297 -0.2455 -0.02
H 4.95253 3.08431 0.99857 -0.1668 -0.1224 -0.0077 -0.03
H 0.60810 -2.62556 1.58759 0.0292 0.0281 0.0471 -0.01
O -0.25666 -0.57874 -2.04925 0.2844 -0.2362 0.0602 0.22
H -1.86618 1.13659 -3.36165 0.0030 -0.0035 -0.0835 0.00
N 1.25781 2.31290 -0.72204 0.2630 0.2427 -0.1989 -0.06
C -2.46067 -0.40608 2.60574 -0.1007 -0.0048 -0.0253 0.34


No. 4
110
Properties=species:S:1:pos:R:3:forces:R:3:mulliken_charge:R:1 method="wB97M-V/def2-TZVPD" largest_force_ev_per_a=2.56 gap_ev=9.31 de_lowest_kcal_mol=27.4 homo_ev=-8.90 e_tot_ev=-51938.074 e_lumo_ev=0.407
H -3.74784 4.20647 -3.01376 -0.3095 -0.1325 0.5083 0.33
C -3.35607 3.18615 -2.97000 0.7946 1.1703 -1.1151 -0.68
H -5.47526 0.37307 -1.24104 -0.1676 -0.2208 -0.3136 0.46
O -5.23227 -2.19182 1.67920 0.1099 0.2375 0.1592 -0.37
N 2.24408 4.16629 7.18840 0.8924 -1.1944 -0.3237 -0.70
H -0.27381 -2.34478 6.40746 -0.6122 0.1329 -0.2070 0.44
C 2.32611 -2.91064 -2.27990 1.6683 0.3228 0.4208 -0.62
H 2.67998 4.68297 -3.30681 0.5855 0.1205 -0.0057 0.39
C 2.48313 -3.02836 -6.00141 0.5071 1.3123 0.6709 0.35
H 2.21490 -0.07821 0.38730 -0.0370 0.4201 0.2692 0.48
O 1.61524 1.21515 -5.20255 -0.0559 -0.0653 0.0731 0.04
C 1.73203 2.20691 3.67711 -0.3649 -0.5973 1.1535 -0.59
H -4.18997 -2.78771 -1.39586 -0.1766 0.0832 -0.0257 0.24
H 3.42239 -3.99839 -4.37926 0.0628 0.0113 0.3165 0.44
H 1.78816 3.84078 8.03398 -0.5356 0.1658 -0.2416 0.28
H -2.65088 0.93439 -2.24830 -0.1939 -0.1021 -0.3424 0.24
H -4.10483 -1.99211 3.39887 0.3188 -0.1898 -0.2908 -0.03
H 1.44808 2.94212 2.92987 -0.2083 -0.3379 -0.1915 0.27
H 0.80883 2.09108 -6.89700 0.0295 0.3265 0.1074 0.30
C -4.48501 -0.01157 -1.51648 0.4183 1.9008 -0.1952 -0.83
H -1.63394 -2.96253 -2.27712 0.1427 -0.0002 0.0693 0.51
C 2.81260 2.18131 5.78548 -1.7882 -0.3318 0.9214 -0.27
H 0.88878 1.73328 4.20939 -0.4325 0.3610 -0.4991 0.23
H -0.39799 -1.04054 -3.34525 0.5421 0.3188 -1.1585 -0.05
H 0.92291 -1.91277 -5.80399 -0.0821 0.7883 -0.1576 0.28
H -4.71535 -3.61720 3.13780 -0.3100 -0.1545 -0.1304 0.35
H 4.12220 3.69972 6.47271 0.1630 -0.2543 0.0097 0.25
H 3.44029 1.29705 5.63580 0.5046 0.3453 -0.4715 0.42
H 0.37859 1.80677 0.85557 0.1351 -0.3625 0.2139 0.19
C 3.28674 3.12248 6.88802 -0.0194 1.3235 -0.7421 0.43
H -3.26012 1.53175 -0.72298 0.1861 -0.1474 0.1329 0.06
H -2.34098 3.27026 -2.56199 -0.1197 -0.2165 0.3838 0.24
C -3.57423 1.20134 -1.72645 0.5271 0.5992 1.3240 -0.05
C 3.73645 2.44496 8.14479 -0.0008 -0.5103 0.6472 -1.53
H -1.01436 -2.32039 -4.56181 0.8444 -0.7058 0.9160 0.68
H -2.87329 0.18972 3.10473 0.1018 0.1253 -0.3290 0.31
C 3.05706 -2.97617 -4.55897 0.4422 -1.0793 -0.4558 -1.01
H -1.95912 -0.12817 0.95405 -0.3170 -0.5212 -0.1030 -0.32
O -0.82609 0.12075 2.57709 0.5500 0.0879 0.2015 -0.05
C 0.05749 -0.18871 0.34896 0.6056 0.4261 2.4525 1.70
H 1.63514 4.09577 6.37726 -0.4540 0.4556 0.4107 0.29
N 1.77558 -1.78890 -6.34870 -0.5177 -0.6433 0.4610 -0.68
C 3.61987 -3.27679 -6.97579 0.1755 -0.6655 0.1532 -1.54
N 0.06219 1.23928 0.08121 -0.5024 0.4349 -0.9310 -0.32
H -5.73517 -2.24491 3.70318 -0.5719 -0.3124 -0.4866 0.30
H 2.43449 -3.96521 -1.99872 -0.4705 -0.2177 -0.4931 0.37
H -0.02843 2.54281 -5.33870 0.3954 0.2851 0.0213 0.31
C -1.05207 -0.57355 1.37136 -0.1948 1.1226 -1.4193 -0.29
H -0.01802 -0.80469 -0.54495 -0.4020 0.3106 -0.2714 -0.84
H 4.16586 3.17108 8.83650 0.2885 -0.0076 -0.1835 0.39
H -0.64813 0.44280 7.47745 -0.2959 0.1276 0.5508 0.28
H -1.14990 -1.66194 1.42936 -0.0091 -0.0589 0.5138 0.36
O 1.37883 -1.29943 6.85325 -0.3142 0.4683 0.2763 -0.57
H -4.98068 -3.91520 0.73413 0.3340 -0.1808 -0.7669 0.44
H 3.46834 1.61383 -4.56776 0.1303 0.2303 -0.1070 0.31
H 2.74803 4.03381 -1.70392 -0.3300 -0.4227 0.0411 0.35
H 2.26009 -1.00608 -5.91515 -0.1419 0.1476 -0.1287 0.24
H -3.21185 2.96854 -4.03921 -0.1442 -0.6728 0.1231 0.26
H -3.45100 -3.09698 1.06485 0.1239 0.2575 -0.1772 0.31
H 1.58230 -1.59150 0.79813 -0.0391 -0.0939 0.4913 0.45
C 1.41415 -0.52310 0.98251 0.4336 -1.1438 -1.2960 -1.79
H 1.72873 -3.81918 -5.98107 0.2393 -0.1989 -0.3723 0.41
O -4.21117 2.33562 -2.28936 -0.5221 -0.7440 -0.2511 -0.44
H -2.01666 -1.36568 -1.71644 -0.3384 0.3228 -0.4923 -0.07
H 2.92842 1.98479 8.72565 -0.2432 -0.0320 -0.3741 0.35
H -1.72944 0.63685 4.38411 0.3347 0.6084 -0.4802 0.39
C -4.47744 -2.94179 0.71159 -0.7902 0.1069 0.9092 -0.74
C -4.60454 -2.17606 -0.59035 0.2674 -0.5778 0.4061 -0.56
N -3.92086 -0.87623 -0.52379 -0.0453 -2.3386 -0.0507 0.33
H -1.88549 -0.84662 7.51870 -0.0501 0.0532 0.1285 0.33
C 2.95918 3.78368 -2.74349 -0.1006 0.5571 -0.6426 -1.53
C -4.96058 -2.56172 3.00452 0.8616 0.6949 0.7785 -0.50
N 1.98806 1.57538 -2.35368 -0.0586 -0.5423 -0.7637 -0.54
H 1.83046 -1.69419 6.10253 0.0700 0.0139 0.0321 0.30
H 3.26106 -3.50515 -7.97828 -0.1290 -0.2743 0.1120 0.38
H 3.31104 -2.49192 -2.02041 -0.1136 0.1896 0.2347 0.39
H 1.51736 -0.32462 2.04299 -0.1588 0.2314 -0.0280 0.07
C -1.23529 -1.54812 -3.82989 -1.5857 0.4801 0.5778 -0.15
O 2.45055 2.92791 4.64490 1.3887 0.2644 -0.2057 -0.47
C 0.52216 1.77572 -5.88988 -0.5812 -0.8053 -0.1184 -0.57
H 4.20955 -4.10139 -6.55994 0.0986 -0.1122 -0.4857 0.37
H 3.93596 -2.32083 -4.49647 -0.0815 0.2439 -0.0364 0.41
H -1.69645 -0.76562 -5.53223 -0.2266 0.2979 -0.0962 0.31
H 4.03433 3.60165 -2.78528 -0.0217 -0.1051 -0.2587 0.33
H 1.11439 3.17248 -3.45843 -0.1721 -0.3184 -0.1315 0.02
H -0.45141 -0.93171 8.60801 -0.1263 -0.0251 0.0499 0.36
H -0.20297 0.96639 -5.99904 0.0761 -0.0172 -0.1337 -0.03
H -1.84735 -0.98308 3.96270 -0.2936 -0.2338 -0.3445 0.40
H -3.03118 -2.26493 -2.98755 -0.1887 0.4092 0.4757 0.31
H -5.68495 -2.06403 -0.73684 -0.0217 0.0872 -0.2457 0.35
H 1.82483 0.71503 -2.87716 -0.0105 0.0222 0.1400 0.16
H 2.25231 1.33055 3.27313 0.4847 0.4363 -0.2692 0.36
C -0.03331 -1.28417 6.52660 1.0815 -0.8965 0.1019 0.26
H -0.84484 1.61273 -0.18092 -0.0870 -0.2497 -0.0011 0.09
H 1.58777 -2.43223 -1.64068 -0.2133 -0.0048 -0.2364 -0.13
C 2.52934 2.16208 -4.68517 0.0165 -0.0082 0.2952 -0.96
C -0.82794 -0.62216 7.63639 0.7468 0.2600 -0.8900 -1.17
C -2.04544 -1.99831 -2.59978 0.5142 -1.6072 -1.4090 -1.00
O -2.10970 -0.72361 -4.66487 0.6978 0.3485 0.7115 -0.64
H 4.30881 -2.44255 -7.12141 -0.2342 0.2757 0.4364 0.32
H -3.88882 -0.67827 0.46543 -0.4853 1.2933 -0.2099 0.14
C -1.86729 0.01442 3.49764 -0.2257 -1.0496 1.0847 -1.15
H -4.47546 -0.51384 -2.48507 -0.5296 -0.3585 0.2017 0.33
H 2.62722 2.99134 -5.39400 0.2837 0.0228 0.0713 0.35
O 2.08073 -2.62302 -3.62330 -1.2935 0.0053 -0.3923 0.04
H 1.85140 1.75625 6.13086 0.1101 -0.2727 0.3225 -0.07
H -0.12236 -0.74613 5.58177 -0.4241 -0.1020 -0.0557 -0.20
H 1.16658 1.68293 -1.76544 0.2149 0.0278 0.2803 0.20
C 2.08408 2.66811 -3.32466 -0.2114 0.5588 1.1183 1.01
H 4.44240 1.63893 7.93543 0.1828 0.1870 0.0733 0.38